Formula: C13H12BF10N3O2PPtSe
Source: the Open Molecules 2025 dataset
Level of theory: the ωB97M-V functional and the def2-TZVPD basis

```
44
Properties=species:S:1:pos:R:3
Pt 0.4206 0.5418 0.4300
C 1.2623 -3.2876 -2.2562
C 0.4949 -2.3274 -1.4008
O 0.4273 -1.1377 -1.6541
C -0.2234 -2.9146 -0.2425
C -1.0335 -2.2398 0.5719
C -1.8702 -2.8275 1.6554
N -1.1423 -0.8181 0.3769
N -2.2790 -0.3530 0.2434
C -2.2384 1.0643 0.0192
O -1.1383 1.6261 -0.1581
C -3.4894 1.7570 -0.1303
C -3.4699 3.1513 -0.2542
C -4.6621 3.8344 -0.3689
C -5.8657 3.1349 -0.3591
C -5.8858 1.7519 -0.2307
C -4.6984 1.0555 -0.1119
H 1.7627 -2.7491 -3.0559
H 0.5738 -4.0264 -2.6736
H 1.9916 -3.8233 -1.6486
H -0.1326 -3.9809 -0.0822
H -1.7419 -3.9066 1.6678
H -2.9204 -2.5886 1.4800
H -1.5888 -2.4002 2.6160
H -2.5255 3.6784 -0.2362
H -4.6599 4.9120 -0.4554
H -6.7987 3.6765 -0.4454
H -6.8274 1.2209 -0.2162
H -4.6962 -0.0189 -0.0013
F 3.1612 -0.1417 -0.7456
P 3.6084 -0.9376 0.5708
F 3.0734 -2.2900 -0.0929
F 5.0892 -1.1271 0.1060
F 3.8693 0.4746 1.2897
F 1.8460 -0.7038 1.1235
F 3.7790 -1.6765 1.9530
F -0.8157 -0.4727 3.0508
B -1.1902 0.8562 3.4071
F -0.0359 1.6569 3.3876
F -2.0908 1.3169 2.3830
F -1.8325 0.8874 4.6198
Se 1.7711 2.3615 0.9735
C 0.5999 3.7366 0.5993
N -0.1219 4.6085 0.3866
```

The value obtained for the frontier orbital gap (alpha / beta) is 7.276 / 6.361 eV. The value obtained for the electronic energy is -4703.2695 hartree. For the energy above the lowest of the compared OMol25 structures with the same formula, charge and spin, the calculation gives 2.9 kcal/mol. The LUMO energy (alpha / beta) is -2.99 / -3.91 eV. The spin multiplicity is 2.

Atomic partial charges in e from the Mulliken method, atoms 1 to 8:
1. Pt 2.123
2. C -1.491
3. C 1.058
4. O -0.637
5. C -0.568
6. C 0.320
7. C -1.384
8. N 1.040

---

Formula: C13H12Br2HoN7O2
Source: the Open Molecules 2025 dataset
Level of theory: the ωB97M-V functional and the def2-TZVPD basis

```
37
Properties=species:S:1:pos:R:3
Ho -1.4212 -1.1036 -0.2566
Br -3.4084 -2.8917 1.2581
C -2.2242 -4.4249 1.3032
Br -0.6344 -3.9258 0.2955
H -2.7069 -5.2652 0.8213
H -1.9450 -4.6305 2.3287
N -4.9246 1.7036 0.4806
C -4.5327 0.4351 0.5296
N -3.3690 0.3224 -0.0947
C -3.0985 1.6139 -0.5013
N -4.0296 2.4618 -0.1552
C -1.8822 1.9831 -1.2188
C -1.6478 3.2957 -1.6240
N -0.5219 3.6356 -2.2282
C 0.3732 2.6831 -2.4530
C 0.1480 1.3672 -2.0706
N -0.9794 1.0115 -1.4464
H -5.7608 2.1253 0.8611
H -5.0983 -0.3599 0.9878
H -2.3880 4.0668 -1.4497
H 1.2929 2.9779 -2.9422
H 0.8732 0.5895 -2.2681
O -0.7626 -0.6196 1.5290
N 0.5335 -0.3760 1.6006
N 1.1931 -0.6982 0.5828
O 0.6146 -1.2344 -0.4828
C 2.6199 -0.5475 0.5895
C 3.3530 -1.1697 -0.4143
C 4.7327 -1.0677 -0.3951
C 5.3649 -0.3551 0.6142
C 4.6181 0.2743 1.6041
C 3.2403 0.1842 1.6024
H 2.8524 -1.7333 -1.1883
H 5.3174 -1.5490 -1.1665
H 6.4443 -0.2898 0.6271
H 5.1170 0.8385 2.3795
H 2.6469 0.6721 2.3612
```

The value obtained for the frontier orbital gap (alpha / beta) is 8.179 / 8.222 eV. The value obtained for the electronic energy is -7131.9213 hartree. Its net charge is +2. The LUMO energy (alpha / beta) is -6.73 / -6.68 eV. The spin multiplicity is 5.

Atomic partial charges in e from the Mulliken method, atoms 1 to 8:
1. Ho 1.086
2. Br -0.040
3. C -0.448
4. Br 0.015
5. H 0.407
6. H 0.408
7. N 0.160
8. C -0.144

---

Formula: C13H12Cl4N2O2
Source: the Open Molecules 2025 dataset
Level of theory: the ωB97M-V functional and the def2-TZVPD basis

```
33
Properties=species:S:1:pos:R:3
O 0.1673 1.6267 1.1884
C -1.0219 1.9087 1.0662
C -1.3965 3.1022 0.1459
O -0.6375 3.4432 -0.7578
C -2.5917 3.8430 0.5088
Cl -2.8587 5.2919 -0.3460
C -3.4754 3.3974 1.4790
Cl -4.9263 4.2546 1.7477
C -3.2106 2.1893 2.2116
Cl -4.3052 1.6755 3.4128
C -2.0660 1.4458 1.9655
Cl -1.6968 0.0496 2.8649
C -0.6183 -2.5286 -1.4916
C -0.9645 -1.0748 -1.1640
N -0.0479 -0.4492 -0.2059
C 1.1641 -0.8606 -0.1873
C 2.2916 -0.2060 0.6174
C 3.5743 -0.8746 0.1042
C 3.1300 -2.0134 -0.8422
N 1.6840 -1.8895 -0.9036
C 0.8880 -2.7630 -1.7270
H -0.9898 -3.1298 -0.6398
H -1.1779 -2.8345 -2.3796
H -1.0145 -0.4496 -2.0826
H -1.9342 -0.9709 -0.6603
H 2.2422 0.8776 0.4350
H 2.1523 -0.3563 1.6994
H 4.2052 -0.1325 -0.4134
H 4.1676 -1.2608 0.9443
H 3.6094 -1.9095 -1.8350
H 3.4304 -2.9923 -0.4340
H 1.1242 -3.8162 -1.5231
H 1.1032 -2.5933 -2.7978
```

The value obtained for the frontier orbital gap is 5.914 eV. The value obtained for the electronic energy is -2603.2713 hartree. The LUMO energy is -2.15 eV. The spin multiplicity is 1.

Atomic partial charges in e from the Mulliken method, atoms 1 to 8:
1. O -0.419
2. C 0.593
3. C 0.270
4. O -0.573
5. C 0.102
6. Cl -0.131
7. C 0.380
8. Cl -0.142

---

Formula: C13H12ClN4O9
Source: the Open Molecules 2025 dataset
Level of theory: the ωB97M-V functional and the def2-TZVPD basis

```
39
Properties=species:S:1:pos:R:3
C 0.8343 -3.6257 2.6684
C 0.5699 -2.2417 3.2070
O -0.5790 -1.7280 2.5025
C -0.7235 -0.3912 2.5848
O -0.0235 0.3257 3.2755
C -1.8699 0.1791 1.7126
Cl -2.7645 1.2569 2.7157
C -2.8104 -0.9043 1.1357
O -4.0143 -0.9839 1.3083
O -2.1115 -1.7843 0.3856
C -2.9100 -2.7510 -0.3290
C -1.9425 -3.8243 -0.7556
C -1.0478 1.2632 0.4280
C -1.3717 2.6605 0.2043
N -2.6454 3.0140 -0.3893
O -2.9504 4.2341 -0.4203
O -3.4057 2.1189 -0.8162
C -0.4792 3.7113 0.4544
C 0.8604 3.4480 0.7720
N 1.7513 4.5384 1.1232
O 2.9645 4.3461 1.2932
O 1.2396 5.6758 1.2373
C 1.2813 2.0648 0.7410
N 2.3952 1.5214 1.2851
O 2.1918 0.1514 1.2085
N 0.9804 -0.1833 0.6974
C 0.3783 1.0287 0.4555
H 1.6242 -4.1030 3.2671
H -0.0691 -4.2567 2.6907
H 1.1863 -3.5335 1.6272
H 0.3494 -2.2612 4.2832
H 1.4230 -1.5812 3.0207
H -3.7007 -3.1372 0.3276
H -3.3713 -2.2417 -1.1888
H -2.3894 -4.4546 -1.5297
H -1.0206 -3.3594 -1.1294
H -1.6917 -4.4580 0.1068
H -1.6448 0.4692 -0.0415
H -0.8338 4.7327 0.3807
```

The value obtained for the frontier orbital gap is 7.032 eV. The value obtained for the electronic energy is -1858.7349 hartree. Its net charge is -1. The LUMO energy is 2.33 eV. The spin multiplicity is 1.

Atomic partial charges in e from the Mulliken method, atoms 1 to 8:
1. C -1.171
2. C -0.159
3. O -0.162
4. C -0.642
5. O -0.652
6. C 2.262
7. Cl -0.230
8. C -0.158

---

Formula: C13H12ClNO2Re
Source: the Open Molecules 2025 dataset
Level of theory: the ωB97M-V functional and the def2-TZVPD basis

```
30
Properties=species:S:1:pos:R:3
Cl -2.1681 1.6450 -0.8027
C 0.4246 -1.6045 -1.3253
C 1.7127 -0.9555 -1.1223
C 1.6679 0.3317 -1.6878
H 2.5722 -1.4234 -0.6720
C 0.3910 0.4876 -2.3437
C -0.3906 -0.7386 -2.1229
H -1.3969 -0.9223 -2.4963
H 0.1580 -2.6004 -1.0189
H 2.4688 1.0611 -1.7069
C -0.0310 1.7436 -3.0082
Re -0.0512 0.1305 -0.2034
C 0.5296 -1.0282 1.2536
C -1.9207 -0.4627 0.1509
O 0.8546 -1.7002 2.1578
O -3.0098 -0.8164 0.3798
H 0.4398 2.6160 -2.5331
H -1.0738 1.8912 -2.6972
H -0.0439 1.7570 -4.1088
C 0.3958 3.6724 3.2234
C 1.0813 3.7477 2.0123
C 0.8998 2.7620 1.0508
N 0.0608 1.7334 1.2905
C -0.6072 1.6261 2.4584
C -0.4674 2.6043 3.4379
H 0.5367 4.4294 3.9806
H 1.7711 4.5465 1.7774
H 1.4397 2.7371 0.0903
H -1.2252 0.7295 2.5936
H -1.0335 2.4857 4.3528
```

The value obtained for the frontier orbital gap (alpha / beta) is 7.822 / 5.606 eV. The value obtained for the electronic energy is -1245.5655 hartree. Its net charge is +2. The LUMO energy (alpha / beta) is -7.51 / -11.68 eV. The spin multiplicity is 4.

Atomic partial charges in e from the Mulliken method, atoms 1 to 8:
1. Cl -0.137
2. C -0.419
3. C -0.239
4. C -0.685
5. H 0.560
6. C 0.629
7. C -0.423
8. H 0.535

---

Formula: C13H12F11N4O7PdS2
Source: the Open Molecules 2025 dataset
Level of theory: the ωB97M-V functional and the def2-TZVPD basis

```
50
Properties=species:S:1:pos:R:3
Pd 1.1854 -0.4615 -1.0024
F 1.8434 3.7902 -2.6519
C 1.1003 2.9104 -1.9733
F 0.0681 3.5963 -1.4594
F 1.8396 2.4892 -0.9390
S 0.5831 1.4203 -3.0307
O -0.5394 0.9023 -2.3116
O 0.3264 1.9334 -4.3379
N 1.9930 0.7742 -2.8452
S 2.7986 -0.5034 -3.2367
O 3.2306 -0.5555 -4.5937
O 2.4637 -1.7399 -2.5974
C 4.2742 0.0731 -2.2076
F 5.2678 -0.8146 -2.1149
F 4.8166 1.2177 -2.6339
F 3.8101 0.2958 -0.9622
F 1.4012 -3.0686 0.5825
C 2.0311 -1.8633 0.3971
F 3.3091 -2.1894 -0.0145
C 2.1745 -1.1904 1.7479
F 3.0336 -1.7557 2.6267
F 2.6171 0.0757 1.5807
F 1.0097 -1.1034 2.4025
O -2.1012 -2.0238 0.8182
C -1.7031 -2.3395 -0.2831
C -2.2820 -3.5060 -1.1166
C -1.7243 -3.2695 -2.5130
C -0.7254 -2.1327 -2.2964
O -0.0481 -1.6210 -3.1768
N -0.7433 -1.7291 -1.0072
H -3.3719 -3.5130 -1.0635
H -1.9081 -4.4330 -0.6773
H -2.4830 -2.9477 -3.2295
H -1.1999 -4.1329 -2.9254
N 0.2111 0.9331 0.4254
C -0.5921 1.1651 1.2204
N -1.4179 1.4935 2.1692
C -2.8476 1.5598 1.9352
C -3.5737 1.3041 3.2599
O -3.1326 2.1855 4.2727
C -1.7512 2.0266 4.5063
C -0.9419 2.3427 3.2458
H -3.1184 0.8091 1.1928
H -3.1201 2.5584 1.5650
H -3.4065 0.2663 3.5769
H -4.6446 1.4908 3.1489
H -1.5446 0.9959 4.8310
H -1.4983 2.7245 5.3078
H 0.1197 2.1599 3.4035
H -1.0886 3.3996 2.9846
```

The value obtained for the frontier orbital gap (alpha / beta) is 7.705 / 8.360 eV. The value obtained for the electronic energy is -3271.0766 hartree. Its net charge is -1. For the energy above the lowest of the compared OMol25 structures with the same formula, charge and spin, the calculation gives 4.6 kcal/mol. The LUMO energy (alpha / beta) is 2.50 / 2.07 eV. The spin multiplicity is 3.

Atomic partial charges in e from the Mulliken method, atoms 1 to 8:
1. Pd 1.509
2. F -0.266
3. C 0.627
4. F -0.263
5. F -0.224
6. S 1.021
7. O -0.538
8. O -0.721